# 1
Entry from OMol25: a molecular structure, Br3IMn in a non-equilibrium geometry (ωB97M-V/def2-TZVPD).

Structure (XYZ):
```
5
Properties=species:S:1:pos:R:3:forces:R:3
I -1.76975 1.96288 0.65708 0.1501 0.0619 -0.1266
Br 1.68372 0.01809 2.13386 -0.3969 -0.2098 -0.3022
Br -1.80039 -1.69275 -0.96462 0.1253 -0.1896 0.0838
Br 1.84524 -0.17771 -1.69315 0.7004 0.0684 -0.8617
Mn 0.04119 -0.11052 -0.13317 -0.5789 0.2692 1.2067
```
Forces are in eV/Å.

HOMO-LUMO gap (spin up / spin down) = 6.844 / 6.978 eV
net charge = -2
multiplicity = 6
molecular weight = 421.55 g mol⁻¹
E = -9171.0075 Eh
<S²> = 8.7557



# 2
Entry from OMol25: a molecular structure, C21H17FeNTe4 in a non-equilibrium geometry (ωB97M-V/def2-TZVPD).

Structure (XYZ):
```
44
Properties=species:S:1:pos:R:3:forces:R:3
Te 2.78219 2.49133 -4.45581 0.0828 0.2288 -0.5764
Te 2.94371 3.19792 -1.77837 0.3752 0.7565 0.3584
Te 3.98840 0.90844 -0.86116 0.2597 0.1499 0.4237
Te 0.74969 0.73957 -4.77821 -0.4120 0.1028 -0.6169
Fe 2.01662 0.96155 -2.55428 -0.9508 -1.5315 0.5772
N 1.85827 -1.11323 -2.30566 0.3238 0.6167 0.2052
C 1.42536 -1.61441 -1.14761 -0.1039 -0.1871 0.0913
C -4.40187 2.28448 -1.03008 0.0765 -0.0166 0.0356
C -0.99390 0.19110 4.24304 0.0196 0.0300 -0.0809
C 0.37813 0.07235 4.43338 -0.0318 0.0089 -0.0414
C 1.23386 0.39823 3.38535 -0.0471 0.0121 -0.0685
C 2.48463 -3.72656 -1.55586 0.0632 -0.1708 -0.0686
C 1.70735 -2.91005 -0.74936 -0.1551 0.1781 0.0681
C -3.20872 2.68667 1.43546 -0.0697 0.0143 0.0463
C 2.82078 -5.13327 -1.14049 -0.0068 0.0348 -0.0361
C -5.09514 2.97079 -0.03935 0.0536 -0.0170 0.0471
C 2.92560 -3.19343 -2.75843 -0.0075 0.0783 -0.0981
C -0.29388 1.35160 -0.42866 -0.2099 0.0723 -0.0177
C 2.58945 -1.89082 -3.09556 0.0173 -0.2956 -0.1616
C -1.14642 1.45207 0.66809 -0.0810 -0.0218 0.0497
C -1.50296 0.64356 3.03398 0.0110 -0.0220 0.0472
C -3.12596 1.79857 -0.78888 -0.1173 0.0394 -0.1319
C -4.48369 3.17795 1.19210 0.0559 -0.0279 -0.0445
C -0.65212 1.00287 1.97474 -0.0987 0.0572 -0.1606
C 0.48402 1.25621 -1.37955 0.5706 -0.0977 -0.0484
C 0.73094 0.85223 2.17684 0.0807 -0.0463 0.0431
C -2.50854 1.96954 0.45564 0.2149 -0.0527 0.1163
H 3.42115 -5.63650 -1.89807 -0.0050 0.0096 0.0140
H -2.57607 1.28530 -1.56818 -0.0168 -0.0067 -0.0010
H 2.30610 0.29581 3.50478 -0.0081 0.0132 -0.0036
H -6.09311 3.34817 -0.22750 0.0219 0.0050 0.0022
H 3.37792 -5.13876 -0.20202 -0.0046 0.0178 -0.0081
H 3.53661 -3.78045 -3.43322 -0.0252 0.0221 -0.0057
H 2.89530 -1.44737 -4.03561 0.0673 -0.0019 0.0207
H 1.91038 -5.71502 -0.98337 0.0164 0.0098 -0.0017
H 1.40580 1.08718 1.36002 0.0002 0.0222 0.0469
H -4.99766 3.73923 1.96413 0.0140 -0.0169 -0.0028
H 0.84488 -0.93609 -0.53506 0.0402 -0.0227 0.0228
H 0.77222 -0.28051 5.37929 -0.0038 0.0118 -0.0268
H 1.33048 -3.26668 0.20207 -0.0003 0.0336 -0.0166
H -1.67573 -0.08156 5.04033 -0.0074 -0.0016 -0.0135
H -2.73213 2.88144 2.38804 -0.0333 0.0191 -0.0180
H -4.85698 2.12984 -2.00125 0.0150 -0.0016 0.0085
H -2.57497 0.69068 2.89429 0.0165 -0.0057 0.0248
```
Forces are in eV/Å.

HOMO-LUMO gap (spin up / spin down) = 5.781 / 5.704 eV
net charge = -1
multiplicity = 2
molecular weight = 849.62 g mol⁻¹
E = -3200.9779 Eh
<S²> = 1.1029



# 3
Entry from OMol25: C6H6F2 in the gas phase in a non-equilibrium geometry (ωB97M-V/def2-TZVPD).

Structure (XYZ):
```
14
Properties=species:S:1:pos:R:3:forces:R:3
F -1.70343 0.86435 0.60998 0.4386 0.3895 1.7904
F 0.32167 1.98693 0.61110 -1.7233 -1.2734 -0.3210
C -0.35657 0.68644 0.50791 1.7736 2.0545 -0.6855
C 0.66430 -1.44981 0.72420 1.0491 -0.4881 -2.1151
C -0.73033 0.87669 -1.80300 1.3470 0.3816 -2.6130
C 0.38677 -1.32300 -0.60439 0.3352 3.4813 1.1830
C 0.41995 -0.15445 1.46083 -5.9171 -3.2791 1.9213
C -0.17544 0.12037 -0.83170 -0.4885 -1.0317 -1.4056
H 1.26086 -2.35493 1.01537 -0.8717 1.1694 0.3874
H -0.46741 0.78847 -2.93194 -0.8293 -0.6178 2.0286
H 0.81704 -1.90143 -1.38403 -0.3415 -0.7876 -0.4995
H -0.33984 -0.27871 2.33932 1.2179 -0.2866 -1.0631
H -1.28540 1.85145 -1.64761 0.9769 -1.3474 0.4534
H 1.18783 0.28762 1.93396 3.0332 1.6354 0.9386
```
Forces are in eV/Å.

SMILES = C=C1C=CCC1(F)F
HOMO-LUMO gap = 9.657 eV
molecular weight = 116.11 g mol⁻¹
E = -431.8663 Eh



# 4
Entry from OMol25: a molecular structure, C42H48FMoN4O6P4SSeSi in a non-equilibrium geometry (ωB97M-V/def2-TZVPD).

Structure (XYZ):
```
109
Properties=species:S:1:pos:R:3:forces:R:3
Mo -0.16630 -0.79430 -0.75900 2.6311 -2.8412 -4.7686
Se 0.10960 -2.11040 -2.77030 -0.4851 0.6370 1.2180
S 0.69270 1.64630 -2.33660 0.3848 -0.0816 0.4940
P 1.29790 -0.08170 1.70780 0.1006 -1.3435 0.7854
P -2.08910 3.42210 0.56480 0.0142 -0.1450 -0.3123
P 1.96170 -1.82930 -0.26800 0.0199 -0.4060 0.5342
P 0.88900 3.47640 1.83710 -0.1322 -0.5364 -0.1237
Si -2.41840 -1.93330 -0.61240 0.0593 -0.8555 0.1627
F -1.01270 0.39910 0.19420 -2.5150 2.8943 1.8750
O 2.07440 3.75300 0.77980 -0.0757 0.1812 0.3524
O -3.19080 4.41060 0.71710 -0.1204 0.2491 0.3424
O -2.15870 2.42170 1.85460 -0.5663 0.4972 -0.3010
O -1.85350 2.70960 -0.70920 0.0254 0.1229 0.1278
O 0.65530 1.98790 1.90770 -0.2342 0.7526 -0.1868
O 1.16520 4.20990 3.10990 0.1994 0.2236 0.1127
N 1.94730 -1.75920 1.40210 0.4280 0.3691 0.0827
N -1.16400 2.46520 -4.09550 -0.2370 -0.6038 -0.0691
N -0.23370 0.53700 -4.58950 -0.0337 -0.1352 -0.2657
N -1.14610 5.02490 2.37270 -0.2110 0.1174 0.7330
C -1.78810 -2.18350 3.42050 0.0127 -0.0676 0.1740
C 4.20250 0.40200 5.28280 0.0514 0.0603 0.0529
C 4.86220 1.06570 -0.50570 0.1317 0.1423 -0.0198
C -4.92260 -0.14670 2.22980 -0.0881 0.1174 0.0896
C -4.18440 -2.70680 1.52800 -0.0751 -0.1824 -0.1575
C 2.43450 0.18570 3.13870 0.2787 0.2903 -0.3393
C -3.34590 -1.22780 -2.13120 0.3958 0.0375 0.3244
C -4.68210 -0.15430 -4.34590 -0.0702 0.1075 -0.0610
C -3.50770 0.14990 -2.27370 0.0385 0.0718 0.1855
C 4.58610 -4.90260 -0.93740 0.1260 -0.1212 -0.0011
C -3.99090 -0.35640 1.22820 -0.0106 0.2537 -0.0494
C -4.48800 -1.52150 -4.24410 -0.1048 -0.0697 -0.1537
C -1.76500 2.10080 -5.36250 0.0205 0.0613 -0.2486
C -3.83040 -2.04800 -3.14660 0.0977 -0.1131 0.0945
C -0.74180 -1.80540 2.59610 0.2172 -0.1860 0.0194
C -0.59100 0.28170 3.76230 0.0012 0.0068 -0.0729
C -1.31920 0.64220 -5.54320 -0.2331 -0.1374 -0.2058
C -5.49380 -1.22650 2.88080 -0.0676 0.0149 0.1210
C 4.23790 0.46350 -2.74310 0.1046 -0.0092 -0.0730
C -2.26150 -1.32050 4.39300 -0.0305 -0.0619 0.0651
C 2.36470 -5.76380 -1.24340 0.0058 -0.1184 0.0176
C -0.17920 5.45070 0.15090 0.0449 0.1531 -0.1877
C -4.18450 0.67910 -3.35760 -0.1146 0.1394 -0.1370
C 3.73730 -5.95230 -1.25210 0.0589 -0.0609 -0.0036
C -1.66260 -0.08330 4.55460 -0.0132 0.0061 0.1301
C 4.96260 1.26380 -1.87300 0.0252 0.0260 -0.0004
C 2.68680 -3.46470 -0.62360 -0.3986 0.0968 -0.2187
C 3.39140 -0.51230 -2.25090 0.1362 -0.0933 0.0866
C 4.02380 0.08420 -0.00750 -0.1214 -0.2205 0.0489
C -5.11750 -2.51150 2.53010 -0.1323 -0.0894 0.1151
C -0.30040 1.52670 -3.68100 0.5050 0.3611 -0.0008
C -0.58410 4.39720 1.14620 -0.0741 -0.9360 -0.5293
C 3.42840 -0.73750 5.13240 0.0012 -0.0940 0.0835
C 2.54290 -0.83700 4.07660 0.0114 -0.0805 0.0299
C 4.06500 -3.65820 -0.63170 -0.0864 0.1590 0.0947
C 1.83920 -4.52440 -0.92430 -0.1037 0.0091 0.0103
C 3.21610 1.31950 3.28950 -0.0720 0.0221 0.0130
C -3.60910 -1.63870 0.84900 0.3128 0.0402 -0.3983
C 4.08170 1.43230 4.36630 0.1680 0.0804 0.0862
C -1.37950 3.73850 -3.48270 0.1545 0.2808 0.2852
C 3.27140 -0.70290 -0.87440 -0.1762 0.0261 -0.2458
C -0.12530 -0.57080 2.76540 -0.2530 0.0110 0.0135
H -1.94550 4.42290 2.63150 0.2318 0.4678 0.3889
H 0.76880 -4.35680 -0.94340 0.0166 -0.0002 -0.0046
H 2.74670 -2.11830 1.91500 -0.0805 0.0230 0.0100
H -5.55840 -3.35850 3.04150 0.0055 -0.0635 -0.0036
H -1.13050 3.65220 -2.42440 -0.0799 0.0570 -0.1227
H -5.21340 0.25670 -5.19500 -0.0271 0.0357 -0.0455
H 5.65800 -5.05510 -0.94480 0.0117 0.0271 -0.0004
H 3.13430 2.12860 2.58020 0.0583 0.0556 -0.0508
H -3.56910 0.50980 0.74020 0.0890 0.0772 -0.0657
H -0.76380 4.50960 -3.95950 -0.0455 0.0577 -0.0448
H 1.91980 -1.71610 3.98130 -0.0440 -0.0479 0.0315
H 0.09000 -0.38760 -4.30470 -0.0157 0.3031 0.2317
H 5.59870 2.04890 -2.25900 0.0336 0.0262 -0.0265
H -4.85860 -2.17340 -5.02460 -0.0126 -0.0801 -0.0198
H -1.38200 2.75580 -6.15880 -0.0581 -0.0806 0.0262
H -6.22620 -1.06940 3.66210 -0.0399 0.0193 0.0374
H 4.88760 0.48570 6.11710 0.0095 0.0313 0.0007
H 2.80320 -1.12220 -2.92750 -0.0262 0.1089 0.0245
H -2.85150 2.20300 -5.31600 0.0461 0.0046 -0.0404
H 3.95440 -0.06550 1.06280 0.0157 0.0206 -0.0281
H -2.46770 -3.41470 -0.80350 -0.1038 -0.0310 0.0180
H -2.02190 0.59880 5.31140 -0.0382 0.0731 0.0780
H -2.24630 -3.15310 3.29790 0.0036 -0.0583 -0.0311
H -4.32580 1.74900 -3.42760 0.0105 0.1153 0.0217
H -3.08990 -1.61130 5.02420 -0.0693 -0.0190 -0.0033
H 4.31480 0.62280 -3.80890 -0.0224 -0.0015 -0.0865
H -1.50220 5.96260 2.19130 0.0285 -0.1740 0.0336
H 4.15080 -6.91740 -1.51230 0.0089 -0.0517 -0.0100
H -2.43270 4.00930 -3.55950 -0.0178 -0.0004 -0.0173
H -5.20770 0.86290 2.49720 0.0515 0.0401 -0.0010
H -3.09890 0.83450 -1.54060 0.0364 0.1120 0.0893
H -0.10980 1.23560 3.90950 0.0074 0.0898 0.0392
H 1.97790 3.13110 0.05450 0.1069 -0.2969 -0.4803
H 0.57880 6.11980 0.56140 0.0271 0.1061 -0.0373
H -0.34030 4.96420 3.06220 -0.3459 0.2653 0.0228
H 1.70630 -6.58130 -1.50200 -0.0570 -0.0331 0.0077
H -1.06190 6.00890 -0.16560 -0.0253 0.1155 0.0066
H -2.12090 -0.06610 -5.29860 0.0507 0.1489 -0.0180
H 5.42450 1.68910 0.17570 0.0371 0.0246 0.0591
H -0.38650 -2.49000 1.82960 -0.0465 0.1432 0.1322
H -1.51390 1.72170 1.71100 0.3406 -0.4273 0.1577
H -3.90030 -3.71480 1.26110 0.0259 -0.1736 -0.0531
H -0.95870 0.43150 -6.55270 -0.1116 0.0627 0.0266
H 0.23940 4.96690 -0.72700 0.0476 -0.0188 -0.0979
H 4.66390 2.33410 4.48930 0.0574 0.0773 -0.0159
H 3.50740 -1.55040 5.84210 -0.0126 -0.0158 0.0539
H -3.67140 -3.11430 -3.08080 -0.0241 -0.1715 0.0066
H 4.72840 -2.83220 -0.40870 0.0200 0.0270 -0.0299
```
Forces are in eV/Å.

HOMO-LUMO gap (spin up / spin down) = 6.234 / 6.366 eV
net charge = -1
molecular weight = 1082.82 g mol⁻¹
E = -6922.6849 Eh